(1)
The ion C5H13N2 with charge +1 in a non-equilibrium geometry, computed with ωB97M-V/def2-TZVPD.

The LUMO energy is -3.76 eV. The relative energy (zero: lowest compared OMol25 entry of this formula, charge and spin) comes out at 67.2 kcal per mole. The total charge is +1. The calculation puts the gap between HOMO and LUMO at 0.3845 Ha. The value obtained for the HOMO energy is -14.225 eV. As for the total energy: -8367.896 eV. As for the SMILES: CCCC/[NH+]=C\N.

```
20
C5H13N2 (ωB97M-V/def2-TZVPD)
C 0.1250 -1.6213 -1.7704
C 0.0356 -1.7487 -0.1529
C -0.0404 -0.7508 1.0300
C 1.1903 0.2353 0.9854
N 0.7169 1.4521 0.1760
C -0.4008 2.0062 -0.0509
N -1.4812 2.1901 0.7603
H 1.1920 -1.5352 -2.0269
H -0.3552 -0.6136 -2.0673
H -0.3328 -2.5047 -2.2509
H 0.8670 -2.3201 0.0759
H -0.9077 -2.2686 -0.1934
H 0.0090 -1.2735 1.9637
H -1.0074 -0.2076 0.8424
H 1.5199 0.5512 1.9125
H 1.8946 -0.0883 0.2677
H 1.5164 1.8954 -0.4271
H -0.4689 2.5285 -0.9241
H -1.7527 1.5609 1.5726
H -2.3194 2.5127 0.2776
```

---

(2)
The ion C5H13N2 with charge +1 in a non-equilibrium geometry, computed with ωB97M-V/def2-TZVPD.

The LUMO energy is -7.45 eV. The relative energy (zero: lowest compared OMol25 entry of this formula, charge and spin) comes out at 108.6 kcal per mole. The total charge is +1. The calculation puts the gap between HOMO and LUMO at 0.2235 Ha. The value obtained for the HOMO energy is -13.528 eV. As for the total energy: -8366.100 eV.

```
20
C5H13N2 (ωB97M-V/def2-TZVPD)
C -1.0964 -1.7539 -1.9042
C -1.0111 -0.7056 -0.8156
C 0.2293 -0.8072 0.0939
C 0.1741 -0.0535 1.3024
C 1.3753 0.6295 1.8163
N 1.5817 1.8895 1.0399
N -1.0796 0.6483 -1.3753
H -1.0726 -2.7523 -1.4559
H -0.2716 -1.6336 -2.5994
H -2.0457 -1.7126 -2.4213
H -1.9095 -0.8053 -0.1914
H 0.4234 -1.8823 0.1911
H 1.1457 -0.5927 -0.4712
H -1.9491 0.8590 -1.8406
H -0.5210 -0.3382 2.0991
H 2.1970 -0.0447 1.5310
H 1.3166 0.7971 2.8875
H 1.6977 2.6933 1.6489
H 0.7487 2.1291 0.5079
H -0.8036 1.3513 -0.7103
```

---

(3)
A cluster of 2 separate species, C5H13N2 in total, computed with ωB97M-V/def2-TZVPD.

The LUMO energy is -3.01 eV. The relative energy (zero: lowest compared OMol25 entry of this formula, charge and spin) comes out at 50.0 kcal per mole. The total charge is +1. The calculation puts the gap between HOMO and LUMO at 0.3806 Ha. The value obtained for the HOMO energy is -13.373 eV. As for the total energy: -8368.640 eV.

```
20
C5H13N2 (ωB97M-V/def2-TZVPD)
C -2.0519 -2.5799 0.4751
C -0.7078 -1.8836 0.5505
N -0.7394 -0.5790 -0.2056
H -2.0740 -3.3782 1.2145
H -2.8616 -1.8908 0.7233
H -2.2346 -3.0178 -0.5054
H -0.4616 -1.6310 1.5785
H 0.1072 -2.4734 0.1415
H -0.9713 -0.7640 -1.1809
H 0.2096 -0.0741 -0.1880
H -1.4528 0.0233 0.2003
C 1.3500 2.0120 -1.1562
C 0.5609 3.0432 -0.8869
C 2.2966 1.1067 0.7617
N 1.5664 0.9372 -0.2566
H 1.7940 1.8536 -2.1297
H 0.0281 3.0990 0.0561
H 0.4319 3.8432 -1.5965
H 2.4775 0.2706 1.4272
H 2.7328 2.0831 0.9772
```

---

(4)
A cluster of 2 separate species, C5H13N2 in total in a non-equilibrium geometry, computed with ωB97M-V/def2-TZVPD.

The LUMO energy is -5.10 eV. The relative energy (zero: lowest compared OMol25 entry of this formula, charge and spin) comes out at 87.7 kcal per mole. The total charge is +1. The calculation puts the gap between HOMO and LUMO at 0.3067 Ha. The value obtained for the HOMO energy is -13.440 eV. As for the total energy: -8367.005 eV.

```
20
C5H13N2 (ωB97M-V/def2-TZVPD)
C -0.8352 -2.3159 -0.8260
C 0.5311 -2.1881 -0.1118
C 1.4840 -0.3328 -0.9758
N 0.9459 -0.7797 0.0907
H -0.9230 -3.3856 -1.1589
H -1.6651 -2.0598 -0.1431
H -0.7917 -1.6606 -1.7162
H 1.3757 -2.8282 -0.6005
H 0.3174 -2.6383 0.9238
H 1.4323 -0.8177 -1.9738
H 2.1097 0.5299 -0.8138
C 0.2741 2.3538 1.4036
C -1.4849 1.1136 0.1598
N -0.7747 2.1684 0.3455
H 0.2071 1.5378 2.0409
H 0.0080 3.2597 1.8632
H 1.2079 2.4207 0.9500
H -1.7865 0.4817 1.0118
H -1.9134 0.9210 -0.8542
H -0.5911 2.7350 -0.4815
```

---

(5)
A cluster of 2 separate species, C5H13N2 in total in a non-equilibrium geometry, computed with ωB97M-V/def2-TZVPD.

The LUMO energy is -8.53 eV. The relative energy (zero: lowest compared OMol25 entry of this formula, charge and spin) comes out at 206.2 kcal per mole. The total charge is +1. The calculation puts the gap between HOMO and LUMO at 0.2206 Ha. The value obtained for the HOMO energy is -14.535 eV. As for the total energy: -8361.870 eV.

```
20
C5H13N2 (ωB97M-V/def2-TZVPD)
C 2.6169 -0.9076 -0.5463
C 1.2904 -0.0980 -1.0306
C 0.7017 0.8621 -0.0294
C -0.1754 0.1812 1.1548
N -2.2953 1.3745 -0.2288
C -2.5785 0.0859 0.0411
N -0.9613 -0.9234 0.6889
H 2.7228 -0.9770 0.5318
H 2.4952 -1.9519 -0.8911
H 3.5932 -0.6436 -1.0557
H 1.4546 0.3142 -1.9729
H 0.5040 -0.8011 -1.2538
H 1.3892 1.7266 0.3965
H -0.2637 1.2928 -0.3981
H -0.8223 0.9122 1.6826
H 0.5659 -0.0996 1.8793
H -3.1243 -0.0240 0.9924
H -2.9843 1.8462 -0.7819
H -2.8374 -0.6964 -0.6773
H -1.2915 -1.4731 1.4986
```

---

(6)
A cluster of 2 separate species, C5H13N2 in total in a non-equilibrium geometry, computed with ωB97M-V/def2-TZVPD.

The LUMO energy is -5.21 eV. The relative energy (zero: lowest compared OMol25 entry of this formula, charge and spin) comes out at 154.4 kcal per mole. The total charge is +1. The calculation puts the gap between HOMO and LUMO at 0.3038 Ha. The value obtained for the HOMO energy is -13.478 eV. As for the total energy: -8364.114 eV.

```
20
C5H13N2 (ωB97M-V/def2-TZVPD)
C 0.6487 0.7048 -2.7156
C 1.4707 0.1650 -1.6077
C 1.0755 0.6004 -0.1086
C -0.3945 0.1485 0.0695
C 0.1870 -0.6782 0.9362
N -1.2964 -1.8046 3.1852
N -1.4153 0.9825 -0.0846
H 1.2490 0.5781 -3.6965
H -0.2653 0.1519 -2.8511
H 0.2977 1.7327 -2.5927
H 2.5380 0.5608 -1.8284
H 1.5255 -1.0039 -1.5136
H 2.0256 0.3488 0.6211
H 1.0506 1.6757 -0.2433
H 1.0198 -1.4404 0.8737
H -1.9861 -2.1795 2.4673
H -1.4155 -2.1033 4.1245
H -1.4168 -0.8167 3.2032
H -2.1639 0.6427 0.4820
H -1.4003 1.9651 -0.1928
```

---

(7)
The ion C5H13N2 with charge +1 in a non-equilibrium geometry, computed with ωB97M-V/def2-TZVPD.

The LUMO energy (alpha / beta) is -3.10 / -8.13 eV. The relative energy (zero: lowest compared OMol25 entry of this formula, charge and spin) comes out at 6.1 kcal per mole. The total charge is +1. The calculation puts the gap between HOMO and LUMO (alpha / beta) at 0.2705 / 0.2801 Ha. The value obtained for the HOMO energy (alpha / beta) is -10.458 / -15.749 eV. As for the total energy: -8364.510 eV. Its spin multiplicity is 3.

```
20
C5H13N2 (ωB97M-V/def2-TZVPD)
C -0.9105 -0.7685 1.3643
C -0.7529 0.5562 -1.6502
C 0.3422 1.5284 0.4107
C 1.5792 -0.0340 -1.1616
C 0.2241 0.3559 -0.5662
N -0.8540 -1.8011 2.1882
N -0.1102 -0.7875 0.3053
H -1.6118 0.0851 1.6116
H -1.0794 -0.2596 -2.0826
H -1.6346 0.9830 -1.2205
H -0.4579 1.2932 -2.4278
H 1.1019 1.3563 1.0480
H -0.6660 1.6217 0.8513
H 0.5733 2.5243 0.0575
H 2.2880 0.0507 -0.2711
H 1.4884 -1.0204 -1.4665
H 1.8713 0.5027 -2.0454
H -1.5947 -1.9494 2.9137
H -0.2064 -2.5738 1.9735
H 0.4101 -1.6631 0.1680
```

---

(8)
A structure of composition C5H13N2O in a non-equilibrium geometry, computed with ωB97M-V/def2-TZVPD.

The LUMO energy is 3.72 eV. The relative energy (zero: lowest compared OMol25 entry of this formula, charge and spin) comes out at 104.2 kcal per mole. The total charge is -1. The calculation puts the gap between HOMO and LUMO at 0.2425 Ha. The value obtained for the HOMO energy is -2.878 eV. As for the total energy: -10419.180 eV.

```
21
C5H13N2O (ωB97M-V/def2-TZVPD)
C 0.7402 0.8147 -0.2221
N 1.7213 0.7526 -1.0657
C 3.3568 -1.3813 0.1874
C -0.7481 0.5308 -0.3318
C -1.5122 1.8290 -0.6198
N -1.1229 -0.3989 0.7092
C -2.5498 -0.9401 0.4945
O -3.5505 -0.1025 0.6523
H 1.2459 -0.2917 -0.4490
H 0.9529 1.2722 0.7773
H 4.0255 -1.6531 -0.6251
H 3.8999 -1.0868 1.0887
H 2.8695 -0.4413 -0.1321
H 2.6283 -2.1399 0.4598
H -0.8787 -0.0658 -1.2478
H -1.2550 2.1930 -1.6155
H -2.5786 1.7114 -0.4414
H -1.1523 2.5647 0.1175
H -1.0814 -0.0140 1.6497
H -2.4511 -1.3214 -0.5594
H -2.5597 -1.8316 1.1732
```

---

(9)
The ion C5H13N2O with charge -1 in a non-equilibrium geometry, computed with ωB97M-V/def2-TZVPD.

The LUMO energy is 3.54 eV. The relative energy (zero: lowest compared OMol25 entry of this formula, charge and spin) comes out at 27.7 kcal per mole. The total charge is -1. The calculation puts the gap between HOMO and LUMO at 0.2135 Ha. The value obtained for the HOMO energy is -2.267 eV. As for the total energy: -10422.497 eV. As for the SMILES: C[C@H](N)CNCC[O-].

```
21
C5H13N2O (ωB97M-V/def2-TZVPD)
C -1.1364 1.0150 -1.5137
C -1.0423 -0.4480 -1.0836
N -2.2963 -1.1765 -1.1707
C -0.4500 -0.5697 0.3472
N 0.9331 -1.0550 0.2956
C 1.7262 -0.5220 1.4200
C 1.9987 1.0030 1.3877
O 1.9940 1.5916 2.5911
H -0.1886 1.5262 -1.3934
H -1.5562 1.0973 -2.5245
H -1.8768 1.4824 -0.8617
H -0.3190 -0.9566 -1.7146
H -2.8039 -1.2291 -0.2948
H -2.9319 -0.8476 -1.8825
H -1.0318 -1.3669 0.8101
H -0.4848 0.4164 0.8163
H 1.3551 -0.6708 -0.5488
H 2.6853 -1.0467 1.4078
H 1.2117 -0.7419 2.3612
H 1.2280 1.4501 0.7196
H 2.9858 1.0488 0.8319
```

---

(10)
The ion C5H13N2O with charge +1 in a non-equilibrium geometry, computed with ωB97M-V/def2-TZVPD.

The LUMO energy is -3.13 eV. The relative energy (zero: lowest compared OMol25 entry of this formula, charge and spin) comes out at 47.3 kcal per mole. The total charge is +1. The calculation puts the gap between HOMO and LUMO at 0.3272 Ha. The value obtained for the HOMO energy is -12.038 eV. As for the total energy: -10416.143 eV. As for the SMILES: C=C(N)C[C@@H]([NH3+])CO.

```
21
C5H13N2O (ωB97M-V/def2-TZVPD)
C 0.9310 0.9575 -2.3816
C 0.0915 0.1901 -1.6742
N -0.1932 -1.1107 -2.1224
C -0.4675 0.5977 -0.3535
C -0.2823 -0.4848 0.7195
N 1.2667 -0.4271 1.0285
C -0.9942 -0.1942 2.0130
O -0.3489 0.9400 2.5643
H 1.1350 1.9930 -2.1610
H 1.4363 0.4379 -3.1850
H -1.0852 -1.4470 -1.7849
H -0.0064 -1.4175 -3.0639
H -0.3044 1.5708 0.0810
H -1.5683 0.5500 -0.5298
H -0.4758 -1.4589 0.2680
H 1.5178 -0.6587 1.9897
H 1.5943 0.5077 0.7892
H 1.6119 -1.1129 0.3609
H -2.0895 -0.1244 2.0228
H -0.9012 -1.0391 2.7207
H -0.8674 1.7308 2.6989
```

---

What is the relative energy (zero: lowest compared OMol25 entry of this formula, charge and spin) in the second record? 108.6 kcal per mole

---

What did the ninth record say?
The ion C5H13N2O with charge -1 in a non-equilibrium geometry, computed with ωB97M-V/def2-TZVPD.

The LUMO energy is 3.54 eV. The relative energy (zero: lowest compared OMol25 entry of this formula, charge and spin) comes out at 27.7 kcal per mole. The total charge is -1. The calculation puts the gap between HOMO and LUMO at 0.2135 Ha. The value obtained for the HOMO energy is -2.267 eV. As for the total energy: -10422.497 eV. As for the SMILES: C[C@H](N)CNCC[O-].

```
21
C5H13N2O (ωB97M-V/def2-TZVPD)
C -1.1364 1.0150 -1.5137
C -1.0423 -0.4480 -1.0836
N -2.2963 -1.1765 -1.1707
C -0.4500 -0.5697 0.3472
N 0.9331 -1.0550 0.2956
C 1.7262 -0.5220 1.4200
C 1.9987 1.0030 1.3877
O 1.9940 1.5916 2.5911
H -0.1886 1.5262 -1.3934
H -1.5562 1.0973 -2.5245
H -1.8768 1.4824 -0.8617
H -0.3190 -0.9566 -1.7146
H -2.8039 -1.2291 -0.2948
H -2.9319 -0.8476 -1.8825
H -1.0318 -1.3669 0.8101
H -0.4848 0.4164 0.8163
H 1.3551 -0.6708 -0.5488
H 2.6853 -1.0467 1.4078
H 1.2117 -0.7419 2.3612
H 1.2280 1.4501 0.7196
H 2.9858 1.0488 0.8319
```

---

What is the total charge in the ninth record? -1